(1)
Below is C24H30AsClN5OPt as an isolated structure in a non-equilibrium geometry, with properties calculated with the ωB97M-V functional and the def2-TZVPD basis.

Structure (ORCA input):
```
! wB97M-V def2-TZVPD RIJCOSX def2/J DEFGRID3
* xyz 3 1
Pt 0.0424 0.7541 0.5745
As 0.0605 -0.5996 2.7607
Cl 3.6461 1.9862 -4.8240
O 2.1609 1.1708 1.7704
N -3.0517 1.2981 -0.4543
N 4.1589 0.5578 0.8841
N 2.0205 -1.3744 -1.9817
N -2.0655 0.4111 -0.2565
N 2.1053 -0.1023 -0.0699
C 4.1582 -0.7746 -1.0627
C 0.9427 2.5488 -1.2425
C -4.0116 -0.6692 -0.4995
C 2.7371 -0.7579 -1.0530
C 0.4505 2.0090 -2.4683
C 2.7895 0.5650 0.8885
C 2.6362 2.1560 -3.4618
C -0.1422 0.5849 4.2842
C 1.2745 1.8167 -3.5444
C 4.8223 -0.1074 -0.0836
C 4.8375 1.2877 1.9356
C -2.1300 -2.4715 5.2418
C -1.4117 -2.8199 4.0797
C -2.6434 -0.7925 -0.2816
C -0.9799 -5.0077 5.0144
C -2.3223 -3.4008 6.2398
C -1.4580 -1.9597 2.8923
C -1.7214 -4.6595 6.1467
C -4.2337 0.6912 -0.6037
C 0.0653 2.8635 -0.1607
C 3.1537 2.6674 -2.2556
C -0.7935 -4.0871 4.0094
C 1.6145 -1.6800 3.2480
C 2.3350 2.8401 -1.1712
H 5.9140 1.1969 1.8215
H -0.9550 3.1143 -0.4349
H 2.7244 3.2797 -0.2648
H -2.0533 -1.6838 -0.1775
H -2.3629 -1.3485 2.8739
H -1.7878 -5.3485 6.9775
H 2.4590 -1.0313 3.4759
H -2.8889 2.2943 -0.4728
H 0.4809 3.4591 0.6498
H 5.9023 -0.0913 -0.0356
H -0.2262 -4.3602 3.1299
H -2.9279 -3.1587 7.0992
H 4.5513 2.3386 1.9030
H -0.0656 0.0324 5.2221
H -1.3769 -2.5493 1.9771
H 1.0122 -1.3452 -1.9459
H -2.5829 -1.4911 5.3154
H 0.8827 1.4349 -4.4747
H 1.8984 -2.3738 2.4544
H 4.1886 2.9647 -2.2146
H -1.0944 1.1177 4.2480
H 2.4602 -1.9011 -2.7194
H -0.5475 -5.9939 4.9402
H -5.1375 1.2382 -0.7801
H -0.6048 1.7974 -2.5654
H 1.3588 -2.2414 4.1495
H 4.6902 -1.3213 -1.8218
H -4.7368 -1.4534 -0.5694
H 0.6637 1.3208 4.2433
H 4.5402 0.9027 2.9113
*
```

The frontier orbital gap (alpha / beta) is 4.041 / 4.066 eV.

***

(2)
Below is C24H30B2F26O12Sn as an isolated structure in a non-equilibrium geometry, with properties calculated with the ωB97M-V functional and the def2-TZVPD basis.

Structure (ORCA input):
```
! wB97M-V def2-TZVPD RIJCOSX def2/J DEFGRID3
* xyz 0 1
Sn 3.1638 1.1733 -1.0833
F 3.2194 -5.0654 6.1086
F 0.8772 -0.4092 -1.1875
F -5.5708 -5.3732 -4.5110
F -0.9609 -0.1648 0.2002
F -0.0995 3.0830 -6.4077
F 1.7926 7.3288 0.5440
F 5.1995 -5.1324 5.0828
F 4.8792 -3.8465 6.7275
F 5.3797 -2.3270 1.0118
F 2.4190 6.6125 -1.3417
F -6.4992 1.9712 6.1086
F 3.7826 -1.6076 -0.5605
F -3.9458 -6.7756 -4.5409
F -5.0324 -6.4741 -2.7067
F 4.9252 -1.1539 -5.4526
F 3.7798 0.4335 -6.4543
F 0.4793 1.5662 -0.1780
F 3.7737 6.4400 0.3989
F 5.5761 -0.2379 0.0938
F 3.9167 -0.7342 1.5352
F -5.8161 0.0781 6.9370
F -0.4213 1.3407 -5.2108
F 1.5873 1.8375 -5.7605
F 1.1722 -0.3663 0.9872
F 3.4323 -1.6420 -6.9270
F -6.8035 0.0841 5.0354
O -0.2815 4.2080 -4.1111
O 0.9541 5.0533 1.2057
O -3.1314 -4.0342 -4.3004
O 4.5683 -2.7348 3.9610
O 2.4328 -3.1504 4.6813
O 1.3911 2.9637 -3.2999
O 2.8189 -0.2261 -3.8029
O 1.5987 -1.5165 -5.1485
O -3.3424 -4.5912 -2.1211
O -3.6526 0.3040 5.4807
O -4.5955 1.9184 4.2315
O 2.3023 3.9540 -0.1878
C -0.5975 4.2880 2.8520
C -4.5464 -5.8606 -3.7787
C 0.3953 -2.4144 3.5658
C 1.1552 -2.9719 -3.2491
C 1.8893 -2.1764 3.7759
C 2.5273 6.3713 -0.0353
C 1.8975 4.9766 0.2991
C 3.7506 -0.7992 -5.9526
C -3.3161 -2.3662 -1.2228
C -1.2260 4.2176 -1.8359
C 0.2554 3.8922 1.6876
C 3.7757 -3.2603 4.6917
C -2.2954 0.0300 3.4421
C 2.6734 -0.8239 -4.8412
C 0.4168 2.3726 -5.4106
C 0.5870 3.2488 -4.1569
C 0.6454 -1.8433 -4.1593
C -2.3563 0.4469 4.9308
C -4.6670 1.0667 5.0653
C -3.6149 -4.7044 -3.4454
C 4.2591 -4.3789 5.6485
C -2.4568 -3.5855 -1.6849
C -0.4098 4.9690 -2.9148
C -5.9801 0.7689 5.8172
B 0.3596 0.1642 0.0085
B 4.6774 -1.2658 0.4936
H -1.7077 -0.1824 5.5385
H 0.5026 -3.1912 -2.4078
H -2.8679 0.8002 2.9294
H 2.1276 -2.6946 -2.8391
H -1.7469 -3.2716 -2.4456
H -0.2954 -2.2228 -4.5602
H -2.2405 4.0645 -2.2022
H 0.1911 -3.4697 3.3809
H 0.0886 4.5715 3.6544
H -1.2883 -0.0621 3.0398
H 2.3831 -2.1173 2.8074
H -2.0332 -3.9346 -0.7445
H 0.8615 2.9964 1.8343
H -1.9504 1.4556 5.0295
H -1.0465 5.8139 -3.1658
H 0.0460 -1.8088 2.7328
H -2.6722 -1.5499 -0.8964
H -0.3282 3.5902 0.8125
H -1.1545 5.1934 2.6138
H -1.2725 4.7514 -0.8871
H -0.1932 -2.1572 4.4486
H 0.5590 5.3006 -2.5486
H -3.9603 -2.5960 -0.3753
H 1.2704 -3.8602 -3.8705
H 0.3047 -0.9837 -3.5790
H -2.7135 -0.9653 3.2874
H 2.0479 -1.2129 4.2645
H -1.2327 3.4762 3.1966
H -3.9313 -2.1205 -2.0891
H -0.8150 3.2375 -1.5863
*
```

The frontier orbital gap is 7.439 eV.

***

(3)
Below is C24H30BF4N8OPSZr as an isolated structure in a non-equilibrium geometry, with properties calculated with the ωB97M-V functional and the def2-TZVPD basis.

Structure (ORCA input):
```
! wB97M-V def2-TZVPD RIJCOSX def2/J DEFGRID3
* xyz 2 1
Zr -0.1474 0.3992 0.3781
S -1.9343 1.9345 1.4306
P -0.9674 -0.1867 -3.2826
F 0.9780 1.8272 1.5217
F 2.0931 0.8834 -0.1663
F 1.7209 -0.2729 1.7034
F 3.2739 1.4563 1.7582
O -0.6992 -0.9286 1.6016
N -2.0958 -0.2513 -0.7152
N -0.1444 1.7370 -1.3628
N -3.5210 -0.9328 -2.2605
N -1.8498 1.9669 4.0823
N 1.1283 -2.0619 -2.9539
N -2.1264 -0.1154 3.1757
N 0.4821 -1.1555 -1.0501
N -0.5262 2.6077 -3.3569
C -1.6475 3.4026 3.9898
C -3.2866 -0.5436 -0.1226
C -2.9944 -5.0996 2.8818
C -2.9469 4.1912 3.8644
C -3.4409 -4.1431 3.7820
C -3.0186 -2.8303 3.6799
C -2.1529 -2.4634 2.6501
C 1.2559 -2.2963 -4.3699
C -0.5211 1.4751 -2.6187
C -0.9638 2.7525 -4.7203
C -4.1236 -1.2076 -3.5350
C -2.2672 -0.4942 -2.0182
C -4.1721 -0.9716 -1.0719
C -1.7133 -3.4306 1.7383
C -1.6470 -1.0978 2.4714
C 0.3164 -1.1487 -2.3752
C -2.1255 -4.7422 1.8601
C -0.1329 3.6231 -2.5468
C 0.1045 3.0756 -1.3143
C 1.8347 -2.6643 -1.9642
C 1.4318 -2.0923 -0.7850
C -3.5561 1.0509 5.6089
C -1.8989 1.1969 3.0094
C -2.0804 1.3798 5.3979
B 2.1665 0.9873 1.2581
H -1.7455 2.0969 6.1460
H -4.1110 -4.4324 4.5746
H -3.9050 0.3831 4.8259
H -3.5659 4.0780 4.7489
H -0.8354 1.8171 -5.2639
H -3.5090 3.8679 2.9933
H -3.6730 0.5646 6.5730
H -2.0207 3.0249 -4.7429
H 2.5539 -3.4400 -2.1414
H -1.1096 3.7216 4.8833
H -1.0424 -3.1249 0.9406
H -1.0168 3.6148 3.1211
H -3.3522 -2.0874 4.3852
H -3.4676 -0.4033 0.9267
H -1.7707 -5.4918 1.1677
H -0.3885 3.5377 -5.2080
H -2.7033 5.2427 3.7473
H -1.4822 0.4694 5.5001
H 1.4380 -1.3532 -4.8879
H -3.3606 -1.4316 -4.2773
H 1.7680 -2.3029 0.2171
H -4.6905 -0.3369 -3.8662
H -4.1703 1.9475 5.5968
H 0.3496 -2.7512 -4.7744
H 2.0962 -2.9625 -4.5537
H 0.4499 3.5713 -0.4225
H -4.8098 -2.0477 -3.4457
H -0.0490 4.6385 -2.8819
H -5.1901 -1.2900 -0.9715
H -3.3254 -6.1238 2.9668
*
```

The frontier orbital gap is 8.110 eV.

***

(4)
Below is C24H30CeN9 as an isolated structure, with properties calculated with the ωB97M-V functional and the def2-TZVPD basis.

Structure (ORCA input):
```
! wB97M-V def2-TZVPD RIJCOSX def2/J DEFGRID3
* xyz 2 2
Ce -0.4994 -0.5038 -0.1407
N 0.9982 -2.5241 -0.5373
N 1.1241 0.3465 -1.5436
N -0.3210 1.8444 1.1001
N 1.2156 -0.8153 1.9151
N 0.1453 2.5241 -2.0470
N -2.6839 -2.1316 -0.1222
N 2.9460 -1.2225 -1.1320
N -1.7238 -0.4463 2.2516
N -1.8154 1.1865 -1.5564
C 0.5615 -0.7853 3.2428
C 1.2290 -4.9061 -0.3406
C -3.3589 3.2563 -2.5892
C 2.5690 -4.8041 -0.7245
C 3.3341 1.0848 -1.6960
C 0.4987 -3.7490 -0.2642
C -1.2214 2.2886 -2.0485
C 2.4565 -0.0731 -1.4289
C 5.2460 2.4320 -2.0250
C 3.0388 3.4080 -2.2874
C -1.9897 3.3509 -2.5539
C -0.8823 -1.2548 3.1689
C 4.7129 1.1851 -1.7174
C -1.6514 2.0142 1.7254
C -3.0656 -1.0643 2.0943
C 3.0969 -3.5652 -0.9910
C -1.8844 0.9421 2.7752
C 4.4238 3.5245 -2.3059
C 2.2897 -2.4189 -0.8993
C 1.1218 1.7034 -1.8760
C -3.0886 -2.3535 1.2908
C 2.5213 2.1648 -1.9731
C -3.9726 2.0999 -2.1018
C -3.1641 1.1129 -1.6004
H 5.3428 0.3311 -1.5113
H 3.1878 -5.6879 -0.8032
H -2.4042 1.9607 0.9345
H -0.1768 2.5634 0.3914
H 4.8784 4.4756 -2.5482
H 1.6379 -1.7263 1.7566
H -1.4642 4.2219 -2.9156
H -5.0449 1.9718 -2.1112
H -3.7100 -0.3270 1.6063
H 1.9989 -0.1676 1.9002
H 0.6275 0.2299 3.6315
H -3.9528 4.0673 -2.9889
H -3.6128 0.2091 -1.2062
H -2.8810 1.0625 3.2070
H 1.0874 -1.4152 3.9628
H -3.5055 -1.2566 3.0802
H 2.3908 4.2429 -2.5152
H -0.5435 -3.7883 0.0378
H -1.3148 -1.2535 4.1768
H -3.4675 -1.7253 -0.6270
H 6.3197 2.5595 -2.0562
H -1.1911 1.0919 3.6021
H -1.7625 2.9897 2.2045
H 0.7724 -5.8574 -0.1100
H -0.8926 -2.2921 2.8258
H 4.1302 -3.4285 -1.2732
H -2.5456 -3.0302 -0.5788
H -2.4206 -3.1013 1.7190
H -4.0931 -2.7762 1.3512
H 0.4030 2.0051 1.7951
*
```

The frontier orbital gap (alpha / beta) is 7.665 / 7.665 eV. As for the expectation value of S²: 0.75.

***

(5)
Below is C24H30Cl2CoN6O4S as an isolated structure in a non-equilibrium geometry, with properties calculated with the ωB97M-V functional and the def2-TZVPD basis.

Structure (ORCA input):
```
! wB97M-V def2-TZVPD RIJCOSX def2/J DEFGRID3
* xyz 1 5
Co 0.0230 0.9558 0.0303
Cl -0.6001 0.9015 4.8211
Cl 4.6532 1.1256 5.7709
S 0.4825 -1.8842 -0.1568
O 0.2401 0.7511 2.0592
O -0.7104 4.5982 -1.2121
O 0.1792 2.8424 -0.1511
O 2.1416 0.6231 0.0466
N 0.3347 0.8799 -2.2511
N -2.0262 0.6486 -0.0461
N -2.2807 -0.8739 1.6781
N -0.9313 -2.1873 -2.3360
N -4.1626 0.2179 0.8864
N 1.2867 -2.5639 -2.6527
C 3.3679 0.9997 4.6518
C 2.6001 0.8144 2.3768
C -4.9817 -0.5176 1.8458
C 1.2259 0.8201 2.8236
C 5.4578 -3.0817 -2.4564
C -4.8502 1.1829 0.0346
C 0.3057 -2.2649 -1.7828
C 2.0511 0.9992 5.1363
C 2.6943 -2.7274 -2.4990
C -3.8744 2.2345 -0.4374
C -2.9681 -1.5205 2.7861
C 3.6329 0.9005 3.2893
C 3.3190 -3.1770 -1.3410
C 2.9280 0.7250 0.9676
C -2.8179 0.0360 0.8303
C 0.0558 3.6561 -1.1501
C 3.4578 -2.4684 -3.6351
C -4.2151 -0.7387 3.1358
C 1.0124 0.9071 4.2546
C 0.9169 3.2852 -2.3750
C 4.6963 -3.3467 -1.3297
C 0.2735 2.0986 -3.0853
C 4.8301 -2.6427 -3.6121
C -2.6816 1.5135 -1.0308
H 1.9254 3.0226 -2.0458
H -3.2387 -2.5422 2.5026
H -5.2908 -1.4796 1.4214
H 0.9976 -2.6424 -3.6168
H 4.0019 0.7384 0.7289
H -5.6596 1.6311 0.6119
H 1.8712 1.0681 6.1998
H -2.9995 0.9103 -1.8926
H -1.1258 -2.6437 -3.2144
H -1.9624 2.2502 -1.3826
H -3.9399 0.2287 3.5623
H -3.5334 2.8403 0.4041
H 5.4106 -2.4389 -4.5019
H -5.8816 0.0665 2.0313
H -1.2840 -0.8601 1.7122
H -1.6983 -2.0802 -1.6930
H 6.5288 -3.2327 -2.4422
H -2.2881 -1.5780 3.6357
H 5.1697 -3.7118 -0.4273
H 1.2984 0.5597 -2.2142
H 0.9548 4.1427 -3.0424
H -4.8268 -1.2802 3.8558
H 0.7709 1.9342 -4.0462
H -0.7736 2.3254 -3.2917
H -4.3403 2.8890 -1.1728
H -0.2204 0.1435 -2.6699
H 4.6547 0.8871 2.9305
H 2.7435 -3.4139 -0.4645
H -5.3019 0.6685 -0.8208
H 2.9717 -2.1243 -4.5418
*
```

The frontier orbital gap (alpha / beta) is 7.187 / 4.597 eV. As for the expectation value of S²: 6.05.

***

(6)
Below is C24H30ClGaN3OP as an isolated structure in a non-equilibrium geometry, with properties calculated with the ωB97M-V functional and the def2-TZVPD basis.

Structure (ORCA input):
```
! wB97M-V def2-TZVPD RIJCOSX def2/J DEFGRID3
* xyz 2 1
Ga -0.7491 -0.5403 1.5112
Cl -2.2003 -2.0800 0.9150
P -0.2398 0.2471 -1.8802
O 2.2732 -1.3240 0.5479
N -0.7132 0.2658 3.1533
N 0.3526 -1.3364 4.4847
N -0.1562 0.7682 5.3523
C -1.8353 -0.0491 -2.6408
C -3.1196 -0.6739 -4.5931
C -0.1672 -0.1253 4.3350
C 1.9816 -0.1844 0.3134
C 3.0157 -1.7468 -3.3047
C 1.1276 -3.2938 -3.3722
C -3.0202 0.1665 -1.9074
C 0.3601 1.8249 -2.5193
C 0.3077 -2.3124 -2.8107
C 0.2331 -2.3524 3.4467
C -1.8902 -0.4418 -3.9914
C 2.4796 -3.0046 -3.6043
C 2.1916 -0.7615 -2.7695
C -0.3031 2.1925 5.0641
C 1.7283 3.8044 -2.2710
C -0.3569 0.3867 6.7525
C 1.1747 2.6496 -1.7128
C 1.4212 4.1718 -3.5906
C 0.0209 2.2157 -3.8279
C 0.8338 -1.0340 -2.5475
C -4.2466 -0.0813 -2.5208
C -4.2970 -0.5057 -3.8570
C 1.2532 -1.6339 5.5882
C 0.5596 3.3868 -4.3681
H -0.1099 2.7249 6.0039
H 2.5806 0.2351 -2.5632
H 0.5983 0.2327 7.2841
H 0.6994 -1.9994 6.4636
H -2.9584 0.5153 -0.8672
H -0.8569 1.2456 7.2227
H 0.4270 2.5425 4.3063
H 1.3834 2.3848 -0.6705
H -0.8114 -2.5016 3.1587
H 2.4115 4.4162 -1.6763
H -5.2566 -0.7007 -4.3329
H 2.5283 0.8183 0.1044
H -1.3334 2.4402 4.7362
H -0.7544 -2.5136 -2.6329
H 0.3014 3.6657 -5.3948
H 0.6902 -4.2658 -3.6357
H 0.2627 0.1747 -0.3646
H 0.8622 -2.1108 2.5820
H -3.1473 -0.9806 -5.6377
H -0.9696 -0.5676 -4.5637
H 4.0691 -1.5271 -3.4969
H 1.8672 -0.7649 5.8643
H 3.1160 -3.7778 -4.0281
H -1.0067 -0.5059 6.8237
H 0.6136 -3.2725 3.8884
H 1.8390 5.0835 -4.0251
H -1.1557 1.1862 3.2139
H -0.6496 1.5974 -4.4256
H 1.9111 -2.4334 5.2421
H -5.1708 0.0604 -1.9541
*
```

The frontier orbital gap (alpha / beta) is 6.589 / 6.402 eV.